Below is 3 unconnected molecules or ions with the total composition C5H8N2O2 in a non-equilibrium geometry, with properties calculated with ωB97M-V/def2-TZVPD.

Geometry (Å):
C: -0.582 -0.308 0.053
H: 1.937 -1.622 0.232
H: -1.704 1.391 -0.682
O: -0.787 0.399 2.455
N: -3.669 -1.659 0.290
C: 2.107 -0.616 -0.151
C: -2.703 -1.090 0.590
O: 1.489 1.584 0.070
H: -0.365 -1.349 -0.143
C: -1.039 0.613 -1.049
H: 1.464 2.174 0.835
H: 1.913 -0.581 -1.230
C: -0.745 0.013 1.382
H: 3.154 -0.353 0.020
N: 1.274 0.296 0.614
H: -1.579 0.020 -1.782
H: -0.167 1.086 -1.505

Output
**HOMO energy**: -0.3238 Ha
**Net charge**: 0
**Multiplicity**: 1
**Calculated total energy**: -455.07229 a.u.
**Gap between HOMO and LUMO**: 8.304 eV
**Energy above the lowest of the compared OMol25 structures with the same formula, charge and spin**: 179.6 kcal per mole
**Strongest force on any atom**: 2.867 eV/A

Below is C5H8N2O2 in the gas phase in a non-equilibrium geometry, with properties calculated with ωB97M-V/def2-TZVPD.

Geometry (Å):
N: -0.917 -0.393 -1.673
H: -1.678 1.517 -0.090
C: -0.106 -1.498 0.330
H: 1.662 -0.309 -1.369
H: 1.243 1.361 -1.302
H: 0.193 -2.404 -0.148
H: -1.121 -1.571 0.628
C: 1.242 0.405 -0.723
C: -0.984 0.896 0.495
H: -1.432 0.306 1.430
C: -0.151 -0.075 -0.428
O: -0.655 -1.383 -2.292
C: 0.555 -1.496 1.610
O: -1.810 0.366 -1.986
N: 0.954 -1.582 2.670
H: -0.247 1.669 1.004
H: 1.878 0.400 0.272

Output
**HOMO energy**: -0.4187 Ha
**Net charge**: 0
**SMILES**: CC(C)(CC#N)[N+](=O)[O-]
**Multiplicity**: 1
**Calculated total energy**: -455.17757 a.u.
**Gap between HOMO and LUMO**: 11.396 eV
**Energy above the lowest of the compared OMol25 structures with the same formula, charge and spin**: 113.5 kcal per mole
**Strongest force on any atom**: 2.962 eV/A

Below is C5H8N2O2 in the gas phase in a non-equilibrium geometry, with properties calculated with ωB97M-V/def2-TZVPD.

Geometry (Å):
H: -3.078 2.553 -0.277
C: 1.235 -0.355 0.038
H: 0.910 0.660 0.247
C: 0.325 -1.356 -0.144
C: -2.167 -0.440 0.031
O: -3.329 -0.851 0.215
C: 3.398 0.528 0.108
H: 0.768 -2.331 -0.321
C: -1.076 -1.363 -0.084
H: 3.105 1.138 0.968
H: -3.907 0.984 0.096
O: 2.550 -0.589 -0.042
N: -3.072 1.576 -0.042
H: 4.404 0.140 0.258
H: -1.492 -2.366 -0.121
H: 3.380 1.151 -0.793
N: -1.955 0.920 -0.136

Output
**HOMO energy (spin up / spin down)**: -0.2708 / -0.2925 Ha
**Net charge**: 0
**Multiplicity**: 1
**Calculated total energy**: -455.19567 a.u.
**Gap between HOMO and LUMO (spin up / spin down)**: 6.981 / 7.405 eV
**Energy above the lowest of the compared OMol25 structures with the same formula, charge and spin**: 102.2 kcal per mole
**Strongest force on any atom**: 1.238 eV/A